2 unconnected molecules or ions with the total composition C4H14N4 at a distorted geometry, computed with ωB97M-V with the def2-TZVPD basis set.

The geometry in XYZ format:
```
22
Properties=species:S:1:pos:R:3:forces:R:3
C -1.826033 -3.144992 -0.605355 0.4 -0.1 -0.5
N -1.012817 -2.106333 -0.035805 2.3 0.8 -0.4
C -0.022714 -1.564705 -0.682434 -2.2 -0.3 0.8
N 0.345362 -1.727099 -1.995944 0.3 -0.7 -0.3
H -2.837684 -2.763333 -0.729948 -0.1 -0.2 -0.2
H -1.840100 -3.961967 0.089944 -0.3 -0.4 0.6
H -1.454298 -3.625768 -1.524988 -0.2 0.4 -0.2
H 0.546640 -0.808442 -0.143935 -0.1 -0.2 -0.2
H 0.044254 -2.519825 -2.537616 -0.3 0.1 0.2
H 0.590180 -0.932849 -2.554341 0.3 0.2 0.2
N 1.988999 2.429872 -0.388196 -1.2 -0.3 0.8
C 0.978942 2.683147 0.662567 -0.5 -0.5 0.4
C 0.247289 1.408750 1.078267 0.4 -0.2 -0.7
N -0.843065 1.697546 1.998369 -0.7 -0.7 -0.6
H 2.839926 2.067680 0.013994 0.2 0.1 0.0
H 2.153246 3.300190 -0.844693 0.5 0.4 -0.4
H 0.162812 3.308931 0.301208 0.4 0.4 -0.3
H 1.360450 3.133440 1.589717 0.2 0.2 -0.2
H -0.168014 0.986705 0.137671 0.2 0.1 0.8
H 1.001837 0.717343 1.490945 -0.2 -0.2 -0.1
H -1.504106 0.902948 2.012233 0.6 0.7 0.1
H -0.509405 1.843847 2.932566 0.1 0.0 0.4
```
Positions in Å, forces in eV/Å.

## Properties
LUMO energy = 0.0371 Ha
Energy relative to the best compared isomer or geometry (same formula, charge and spin) = 126.5 kJ/mol
Electronic energy = -10334.49329 eV
SMILES string = C/N=C\N.NCCN

Mulliken population analysis, charges in e, atoms 1 to 8: atom 1 (C): -0.684, atom 2 (N): -0.388, atom 3 (C): 0.013, atom 4 (N): -0.409, atom 5 (H): 0.223, atom 6 (H): 0.260, atom 7 (H): 0.241, atom 8 (H): 0.384